# 1
54
Properties=species:S:1:pos:R:3:nbo_charge:R:1 method="wB97M-V/def2-TZVPD" homo_energy_ev="-6.836 / -6.858" lumo_ha="0.0099 / 0.0092"
Ni 0.064 0.158 -0.078 1.23
C 0.880 -0.762 -4.144 -0.67
C 0.925 -0.871 -2.638 0.48
O 0.155 -0.068 -2.005 -0.79
C 1.764 -1.809 -2.065 -0.47
C 1.877 -2.081 -0.682 0.31
C 2.713 -3.239 -0.218 -0.66
N 1.240 -1.376 0.214 -0.42
N 1.378 -1.716 1.534 -0.44
C 0.543 -1.040 2.274 0.54
O -0.355 -0.237 1.811 -0.79
C 0.645 -1.208 3.746 -0.03
C 0.158 -0.183 4.556 -0.22
C 0.236 -0.282 5.935 -0.21
C 0.786 -1.415 6.518 -0.22
C 1.263 -2.441 5.715 -0.22
C 1.200 -2.339 4.334 -0.20
H -0.161 -0.761 -4.472 0.22
H 1.409 -1.582 -4.623 0.22
H 1.326 0.184 -4.457 0.22
H 2.332 -2.437 -2.736 0.21
H 3.204 -3.726 -1.056 0.21
H 2.073 -3.953 0.301 0.24
H 3.454 -2.895 0.503 0.24
H -0.278 0.685 4.080 0.23
H -0.136 0.523 6.557 0.21
H 0.837 -1.499 7.597 0.21
H 1.684 -3.329 6.171 0.21
H 1.574 -3.131 3.698 0.23
N -0.771 1.981 -0.017 -1.18
S -2.309 2.161 0.315 1.13
C -3.233 2.199 -1.244 -0.16
C -2.625 1.722 -2.392 -0.26
C -3.341 1.733 -3.582 -0.20
C -4.648 2.198 -3.605 -0.20
C -5.254 2.647 -2.439 -0.19
C -4.547 2.646 -1.247 -0.25
C -2.489 3.896 0.771 -0.15
C -2.681 4.177 2.116 -0.23
C -2.612 5.491 2.554 -0.20
C -2.346 6.507 1.647 -0.19
C -2.169 6.217 0.300 -0.20
C -2.240 4.907 -0.145 -0.24
H -0.409 2.675 -0.664 0.38
H -1.616 1.325 -2.357 0.27
H -2.874 1.366 -4.486 0.22
H -5.202 2.207 -4.535 0.22
H -6.279 2.994 -2.449 0.22
H -5.006 2.998 -0.331 0.22
H -2.873 3.369 2.811 0.23
H -2.746 5.719 3.603 0.22
H -2.269 7.531 1.990 0.22
H -1.964 7.011 -0.406 0.22
H -2.108 4.677 -1.196 0.23



# 2
54
Properties=species:S:1:pos:R:3:nbo_charge:R:1 method="wB97M-V/def2-TZVPD" homo_energy_ev=-7.877 relative_energy_ev=24.659 lumo_ha=-0.0127
O -6.626 -2.404 -0.930 -0.61
C -6.140 -1.427 -0.437 0.73
O -6.976 -0.520 0.206 -0.72
H -7.985 -0.982 0.131 0.51
C -4.866 -1.153 -0.527 -0.24
C -4.563 0.099 0.321 -0.09
C -3.262 0.446 0.466 -0.08
C -2.174 -0.229 -0.374 0.38
N -0.892 0.018 -0.151 -0.42
C -0.261 0.533 1.137 -0.26
H -1.147 0.947 1.897 0.25
C 0.596 -0.325 1.669 -0.29
N 1.768 -1.050 0.778 -0.41
C 1.216 -1.273 -0.312 -0.24
H 1.994 -1.592 -1.175 0.20
C 0.125 -0.416 -0.866 -0.23
H -0.207 -0.982 -1.836 0.21
H 0.684 0.480 -1.200 0.19
H 0.775 -2.192 -0.192 0.19
C 2.952 -0.049 0.966 -0.01
C 4.113 -0.994 0.413 -0.10
C 5.257 -0.324 0.295 -0.21
C 6.463 -1.102 -0.089 -0.19
C 6.304 -2.544 0.111 -0.18
C 5.166 -2.997 0.080 -0.26
C 4.157 -2.348 0.599 -0.14
H 3.156 -3.004 0.925 0.23
H 5.121 -4.080 0.372 0.20
H 7.141 -3.253 -0.177 0.21
H 7.439 -0.797 -0.359 0.21
H 5.476 0.766 0.028 0.23
C 2.889 1.112 -0.162 -0.11
C 3.184 1.101 -1.385 -0.24
C 3.017 2.059 -2.224 -0.20
C 2.660 3.339 -1.639 -0.17
C 2.515 3.698 -0.242 -0.23
C 2.618 2.376 0.345 -0.05
H 2.430 2.471 1.850 0.12
H 2.192 4.486 0.183 0.21
H 2.485 4.410 -2.171 0.21
H 3.304 2.034 -3.104 0.20
H 3.296 0.190 -1.612 0.21
H 3.047 0.203 1.910 0.21
H 1.089 -0.117 2.693 0.25
H 0.025 -1.248 2.004 0.20
H 0.340 1.470 0.905 0.24
C -2.506 -1.497 -0.927 -0.28
C -3.777 -1.886 -0.987 -0.08
H -4.195 -2.536 -1.655 0.23
H -1.988 -1.958 -1.391 0.16
N -2.887 1.951 0.700 0.56
O -1.916 2.526 0.240 -0.45
O -3.518 2.475 1.419 -0.32
H -5.178 0.751 0.821 0.25



# 3
55
Properties=species:S:1:pos:R:3:nbo_charge:R:1 method="wB97M-V/def2-TZVPD" smiles="COc1ccc(C(=O)Nc2cccc(C(=O)N/N=C/c3ccc(OC)cc3OC)c2)cc1" homo_energy_ev=-7.663 relative_energy_ev=2.315 lumo_ha=0.0100
C -3.737 3.499 -3.771 -0.25
H -4.186 3.527 -2.773 0.17
O -2.332 3.450 -3.706 -0.49
C -1.737 2.382 -3.120 0.33
C -0.339 2.388 -3.107 -0.26
C 0.353 1.352 -2.530 -0.13
C -0.314 0.268 -1.951 -0.20
C -1.704 0.275 -1.955 -0.11
C -2.412 1.315 -2.532 -0.35
H -3.491 1.285 -2.513 0.22
H -2.278 -0.520 -1.498 0.19
C 0.547 -0.771 -1.316 0.67
O 1.736 -0.587 -1.158 -0.60
N -0.099 -1.916 -0.932 -0.62
C 0.343 -2.876 -0.017 0.24
C 1.664 -2.953 0.404 -0.26
C 2.001 -3.796 1.457 -0.12
C 1.054 -4.658 1.997 -0.19
C -0.243 -4.639 1.515 -0.20
C -0.607 -3.738 0.534 -0.25
H -1.633 -3.693 0.194 0.20
H -0.981 -5.313 1.924 0.22
H 1.342 -5.327 2.793 0.23
C 3.378 -3.803 2.036 0.64
O 3.993 -4.828 2.267 -0.60
N 3.962 -2.597 2.306 -0.45
N 3.533 -1.324 2.074 -0.27
C 2.314 -1.011 2.286 0.08
C 1.777 0.244 1.819 -0.22
C 2.594 1.235 1.273 -0.10
C 2.065 2.376 0.725 -0.31
C 0.680 2.558 0.696 0.43
C -0.155 1.583 1.232 -0.46
C 0.382 0.429 1.787 0.43
O -0.378 -0.587 2.288 -0.52
C -1.778 -0.499 2.208 -0.25
H -2.168 0.324 2.815 0.18
H -2.116 -0.378 1.173 0.17
H -2.151 -1.443 2.602 0.20
H -1.223 1.718 1.203 0.23
O 0.243 3.710 0.124 -0.51
C -1.137 3.970 0.078 -0.26
H -1.239 4.925 -0.436 0.20
H -1.564 4.054 1.083 0.18
H -1.673 3.200 -0.486 0.18
H 2.691 3.140 0.295 0.22
H 3.658 1.066 1.282 0.23
H 1.598 -1.697 2.741 0.19
H 4.955 -2.647 2.508 0.40
H 2.404 -2.321 -0.057 0.27
H -1.075 -2.001 -1.177 0.39
H 1.431 1.352 -2.504 0.25
H 0.173 3.225 -3.552 0.23
H -3.975 4.422 -4.296 0.21
H -4.144 2.651 -4.331 0.18



# 4
59
Properties=species:S:1:pos:R:3:nbo_charge:R:1 method="wB97M-V/def2-TZVPD" homo_energy_ev="-10.830 / -11.321" relative_energy_ev=0.692 charge=+1 lumo_ha="-0.1522 / -0.2025" spin_multiplicity=3
W 0.435 -0.795 -0.820 1.13
Se -0.843 -1.600 -2.759 -0.08
P -1.749 -0.628 0.251 0.94
Se -0.791 -2.542 0.601 0.00
C -1.874 0.438 1.691 -0.34
C -1.310 0.098 2.915 -0.22
C -1.393 0.989 3.975 -0.18
C -2.030 2.210 3.808 -0.18
C -2.592 2.549 2.583 -0.21
C -2.519 1.664 1.521 -0.21
C -3.365 -0.776 -0.525 -0.32
C -4.269 -1.730 -0.068 -0.20
C -5.532 -1.794 -0.634 -0.20
C -5.892 -0.908 -1.640 -0.16
C -4.990 0.046 -2.090 -0.21
C -3.723 0.115 -1.535 -0.20
H -0.809 -0.853 3.052 0.24
H -0.949 0.720 4.924 0.25
H -2.093 2.900 4.639 0.23
H -3.097 3.498 2.460 0.23
H -2.975 1.919 0.571 0.22
H -3.988 -2.419 0.719 0.23
H -6.237 -2.538 -0.286 0.23
H -6.880 -0.965 -2.077 0.23
H -5.271 0.733 -2.877 0.23
H -3.009 0.845 -1.899 0.22
C 4.083 0.902 -2.592 -0.71
C 2.763 0.945 -1.894 0.65
O 2.112 -0.127 -1.875 -0.64
C 2.255 2.150 -1.311 -0.30
C 3.039 3.320 -1.262 -0.11
C 2.536 4.486 -0.748 -0.24
C 1.219 4.519 -0.279 -0.12
C 0.424 3.395 -0.324 -0.28
C 0.933 2.198 -0.828 0.47
O 0.112 1.148 -0.832 -0.70
H 4.259 -0.102 -2.964 0.25
H 4.882 1.181 -1.903 0.26
H 4.098 1.613 -3.419 0.26
H 4.055 3.292 -1.631 0.22
H 3.148 5.375 -0.706 0.24
H 0.819 5.438 0.130 0.23
H -0.591 3.402 0.047 0.24
C 3.341 -4.096 0.640 -0.42
N 2.914 -4.331 -0.736 -0.57
C 2.123 -3.496 -1.410 0.83
N 1.799 -3.760 -2.683 -0.80
O 1.739 -2.440 -0.834 -0.70
H 4.378 -4.402 0.747 0.22
H 2.725 -4.656 1.343 0.21
H 3.256 -3.036 0.859 0.24
H 3.217 -5.177 -1.189 0.41
H 2.001 -4.659 -3.086 0.41
H 1.040 -3.226 -3.086 0.43
N 1.370 -0.677 5.180 -0.42
C 1.798 -0.230 4.205 0.43
N 2.293 0.334 3.105 -0.63
C 1.941 -0.080 1.970 0.70
N 1.664 -0.377 0.865 -0.72